2 unconnected molecules or ions with the total composition C6H12, computed with wB97M-V/def2-TZVPD.

```
18
Properties=species:S:1:pos:R:3
C 0.158 1.082 1.947
C -0.476 1.364 0.812
C 0.106 1.294 -0.575
C 1.550 0.811 -0.644
H 1.199 0.767 1.964
H -0.343 1.159 2.908
H -1.522 1.673 0.861
H -0.529 0.632 -1.178
H 0.023 2.288 -1.035
H 2.218 1.463 -0.070
H 1.903 0.795 -1.679
H 1.643 -0.204 -0.239
C -0.656 -2.416 -1.041
C -1.321 -1.962 0.017
H -1.164 -2.877 -1.885
H 0.428 -2.345 -1.104
H -0.815 -1.490 0.857
H -2.405 -2.033 0.082
```

Gap between HOMO and LUMO in eV: 10.83
Net charge: 0
DFT total energy in eV: -6415.039
HOMO level in eV: -9.62
ΔE to the lowest compared entry with this formula, charge and spin in kJ/mol: 183.5

2 unconnected molecules or ions with the total composition C6H12 at a distorted geometry, computed with wB97M-V/def2-TZVPD.

```
18
Properties=species:S:1:pos:R:3
C 2.019 0.803 0.763
C 1.412 -0.101 0.011
C -0.017 -0.071 -0.214
C -0.874 1.098 0.235
C -0.447 -1.324 -0.367
C -1.750 -1.789 0.111
H 1.442 1.598 1.223
H 3.084 0.752 0.896
H 1.949 -0.956 -0.399
H -0.474 2.075 -0.059
H -0.938 1.103 1.329
H -1.898 1.070 -0.154
H 0.220 -2.085 -0.768
H -2.371 -2.032 -0.743
H -2.197 -1.007 0.724
H -1.613 -2.690 0.717
H 1.003 1.789 -1.951
H 1.450 1.767 -1.352
```

Gap between HOMO and LUMO in eV: 9.27
Net charge: 0
DFT total energy in eV: -6413.993
HOMO level in eV: -8.17
ΔE to the lowest compared entry with this formula, charge and spin in kJ/mol: 284.4

A molecular structure, C6H12 at a distorted geometry, computed with wB97M-V/def2-TZVPD.

```
18
Properties=species:S:1:pos:R:3
C -1.570 0.915 0.646
C -0.643 -0.242 0.391
C -1.104 -1.446 0.035
C 0.783 -0.009 0.738
C 1.937 -0.725 0.146
C 1.719 0.677 -0.178
H -1.224 1.816 0.136
H -2.590 0.707 0.321
H -1.606 1.143 1.714
H -1.116 0.795 -2.576
H -1.145 0.136 -2.064
H -0.443 -2.297 -0.091
H -2.157 -1.597 -0.183
H 0.919 0.257 1.766
H 2.787 -0.979 0.749
H 1.707 -1.434 -0.616
H 1.321 0.897 -1.142
H 2.423 1.385 0.205
```

Gap between HOMO and LUMO in eV: 10.44
Net charge: 0
DFT total energy in eV: -6414.202
HOMO level in eV: -9.23
ΔE to the lowest compared entry with this formula, charge and spin in kJ/mol: 264.3

2 unconnected molecules or ions with the total composition C6H12 at a distorted geometry, computed with wB97M-V/def2-TZVPD.

```
18
Properties=species:S:1:pos:R:3
C -2.349 -0.007 0.072
C -1.295 -0.959 0.647
C 0.173 -0.463 0.616
C 0.617 0.328 -0.565
C 2.051 -0.007 -1.055
C 1.767 1.212 -0.232
H -2.300 0.067 -1.022
H -2.220 0.998 0.485
H -3.361 -0.348 0.323
H -1.505 -1.142 1.701
H -1.423 -1.947 0.156
H 0.843 -1.274 0.878
H 0.830 0.413 1.707
H -0.161 0.733 -1.212
H 2.433 -0.892 -0.562
H 2.357 0.049 -2.110
H 1.821 2.115 -0.868
H 1.722 1.123 1.042
```

Gap between HOMO and LUMO in eV: 10.52
Net charge: 0
DFT total energy in eV: -6412.773
HOMO level in eV: -9.27
ΔE to the lowest compared entry with this formula, charge and spin in kJ/mol: 402.1

A single C6H12 molecule, computed with wB97M-V/def2-TZVPD.

```
18
Properties=species:S:1:pos:R:3
C 0.069 1.373 0.937
C 0.110 -0.032 0.338
C 0.687 -1.005 1.366
C -1.201 -0.487 -0.392
C -0.602 -0.055 -1.727
C 0.803 -0.067 -1.066
H 1.081 1.701 1.215
H -0.339 2.112 0.239
H -0.541 1.394 1.849
H 1.703 -0.705 1.659
H 0.749 -2.025 0.968
H 0.080 -1.034 2.281
H -1.276 -1.579 -0.337
H -2.204 -0.084 -0.224
H -0.884 0.968 -1.997
H -0.915 -0.700 -2.551
H 1.461 0.781 -1.299
H 1.372 -0.993 -1.213
```

Gap between HOMO and LUMO in eV: 11.44
Net charge: 0
DFT total energy in eV: -6415.996
HOMO level in eV: -10.41
ΔE to the lowest compared entry with this formula, charge and spin in kJ/mol: 91.2

A molecular structure, C6H12Ag3BBr6F4 at a distorted geometry, computed with wB97M-V/def2-TZVPD.

```
32
Properties=species:S:1:pos:R:3
Ag 1.602 -0.799 4.121
Ag -0.476 -4.394 -2.628
Ag -2.450 -2.039 1.489
B 0.762 -0.855 -0.751
F 1.415 -0.070 -1.703
F -0.513 -1.030 -1.197
F 1.338 -2.058 -0.677
F 0.731 -0.256 0.503
Br -0.244 7.917 2.051
C 0.110 6.015 1.653
C -0.669 4.951 2.569
Br -0.449 5.601 4.405
H 1.185 5.905 1.797
H -0.063 5.878 0.585
H -0.319 3.919 2.581
H -1.736 4.860 2.363
Br -0.945 4.549 -3.642
C -2.045 2.813 -3.811
C -3.395 2.982 -3.178
Br -4.239 1.136 -3.322
H -1.389 2.018 -3.457
H -2.367 2.546 -4.818
H -3.965 3.732 -3.726
H -3.424 3.388 -2.166
Br 2.200 -7.463 3.630
C 2.739 -6.600 1.971
C 2.691 -7.561 0.787
Br 3.222 -6.740 -0.911
H 3.797 -6.379 2.111
H 2.046 -5.793 1.734
H 1.620 -7.690 0.627
H 3.229 -8.482 1.011
```

Gap between HOMO and LUMO in eV: 2.86
Net charge: +2
DFT total energy in eV: -450198.358
HOMO level in eV: -12.82
ΔE to the lowest compared entry with this formula, charge and spin in kJ/mol: 474.4

2 unconnected molecules or ions with the total composition C6H12Br2N at a distorted geometry, computed with wB97M-V/def2-TZVPD.

```
21
Properties=species:S:1:pos:R:3
C 3.045 1.733 -0.274
C 1.849 1.219 0.034
C -1.690 -0.684 1.778
C 0.955 0.899 -1.020
C -0.879 -1.089 0.584
C -0.505 0.879 -0.670
N -1.528 -1.844 -0.454
Br 1.333 -1.002 -1.746
Br -0.998 2.272 0.511
H 3.676 2.053 0.587
H 3.225 2.142 -1.304
H 1.798 0.865 1.006
H -1.396 -1.380 2.555
H -1.314 0.352 1.961
H -2.667 -0.878 1.335
H 1.085 1.576 -1.961
H 0.183 -1.302 0.887
H -1.293 0.497 -1.326
H -2.236 -1.343 -1.026
H -1.775 -2.818 -0.289
H -0.869 -2.147 -1.170
```

Gap between HOMO and LUMO in eV: 8.69
Net charge: +1
DFT total energy in eV: -147980.592
HOMO level in eV: -12.77

2 unconnected molecules or ions with the total composition C6H12Br2O2S at a distorted geometry, computed with wB97M-V/def2-TZVPD.

```
23
Properties=species:S:1:pos:R:3
O 3.738 0.548 -7.614
S 3.676 1.990 -7.376
O 3.998 3.065 -8.359
C 1.977 2.361 -6.750
C 2.199 3.566 -5.649
C 3.637 3.494 -5.123
C 4.417 2.190 -5.643
H 1.517 1.592 -6.128
H 1.286 2.579 -7.564
H 2.074 4.568 -6.061
H 1.496 3.386 -4.836
H 3.751 3.674 -4.054
H 4.103 4.392 -5.529
H 4.134 1.364 -4.990
H 5.502 2.277 -5.602
Br 9.618 2.617 -8.362
C 10.963 4.052 -8.007
C 10.709 4.676 -6.562
Br 12.465 5.271 -5.847
H 10.737 4.808 -8.759
H 11.920 3.585 -8.237
H 10.416 3.957 -5.797
H 10.035 5.530 -6.626
```

Gap between HOMO and LUMO in eV: 10.76
Net charge: 0
DFT total energy in eV: -161430.192
HOMO level in eV: -10.25
ΔE to the lowest compared entry with this formula, charge and spin in kJ/mol: 0.8

A molecular structure, C6H12Br2O4Sr at a distorted geometry, computed with wB97M-V/def2-TZVPD.

```
25
Properties=species:S:1:pos:R:3
Sr 0.114 0.275 -0.178
O 2.083 0.808 -1.510
C 2.749 0.669 -2.714
C 4.161 1.279 -2.918
O 5.055 1.206 -1.956
H 2.119 1.127 -3.526
H 2.827 -0.416 -2.985
H 3.991 2.371 -3.202
H 4.495 0.778 -3.890
O -0.763 -0.872 1.899
C -0.386 -0.146 3.006
C 1.016 0.423 2.941
O 1.283 1.189 1.853
H -0.610 -0.654 3.972
H -1.058 0.756 3.053
H 1.741 -0.428 3.057
H 1.203 1.009 3.884
Br -5.261 -1.566 1.584
C -3.610 -1.592 0.506
C -3.876 -0.764 -0.732
Br -2.200 -0.673 -1.713
H -3.487 -2.642 0.270
H -2.818 -1.199 1.152
H -4.149 0.249 -0.454
H -4.618 -1.188 -1.398
```

Gap between HOMO and LUMO in eV: 2.47
Net charge: -2
DFT total energy in eV: -155524.349
HOMO level in eV: 1.10
ΔE to the lowest compared entry with this formula, charge and spin in kJ/mol: 21.5

3 unconnected molecules or ions with the total composition C6H12Br6 at a distorted geometry, computed with wB97M-V/def2-TZVPD.

```
24
Properties=species:S:1:pos:R:3
Br -0.740 -3.706 -1.396
C 0.103 -3.182 0.338
C 0.152 -1.599 0.278
Br 1.520 -0.858 -0.907
H 1.116 -3.580 0.409
H -0.555 -3.566 1.117
H 0.377 -1.208 1.271
H -0.841 -1.206 0.060
Br 0.392 1.832 -4.311
C 2.185 1.064 -3.913
C 3.305 1.822 -4.694
Br 3.170 3.734 -4.169
H 2.173 0.030 -4.258
H 2.436 0.964 -2.857
H 3.290 1.657 -5.771
H 4.296 1.591 -4.303
Br -3.594 2.487 5.428
C -2.455 1.496 4.225
C -3.053 0.112 4.068
Br -2.107 -1.136 2.767
H -1.403 1.567 4.504
H -2.518 1.969 3.244
H -4.120 0.125 3.847
H -3.128 -0.408 5.023
```

Gap between HOMO and LUMO in eV: 9.97
Net charge: 0
DFT total energy in eV: -426671.025
HOMO level in eV: -9.76
ΔE to the lowest compared entry with this formula, charge and spin in kJ/mol: 104.1

3 unconnected molecules or ions with the total composition C6H12Br6, computed with wB97M-V/def2-TZVPD.

```
24
Properties=species:S:1:pos:R:3
Br -0.530 1.406 -2.455
C -0.075 -0.424 -1.997
C -1.285 -1.101 -1.399
Br -0.917 -3.002 -1.197
H 0.745 -0.373 -1.284
H 0.316 -0.927 -2.876
H -2.171 -1.011 -2.017
H -1.470 -0.742 -0.391
Br -3.416 0.002 3.973
C -3.461 -0.980 2.319
C -2.552 -2.187 2.327
Br -0.704 -1.716 2.337
H -3.229 -0.312 1.494
H -4.488 -1.317 2.177
H -2.726 -2.804 1.446
H -2.732 -2.812 3.197
Br 3.809 1.938 -2.885
C 3.115 1.827 -1.105
C 3.782 2.795 -0.166
Br 5.625 2.308 0.203
H 3.247 0.804 -0.761
H 2.048 2.032 -1.175
H 3.272 2.790 0.794
H 3.798 3.807 -0.560
```

Gap between HOMO and LUMO in eV: 10.46
Net charge: 0
DFT total energy in eV: -426671.935
HOMO level in eV: -10.10
ΔE to the lowest compared entry with this formula, charge and spin in kJ/mol: 16.2

2 unconnected molecules or ions with the total composition C6H12BrFN2 at a distorted geometry, computed with wB97M-V/def2-TZVPD.

```
22
Properties=species:S:1:pos:R:3
C 1.603 -1.545 -0.397
C -1.351 2.183 -0.923
C -0.879 -2.071 1.165
C 3.656 0.256 -1.104
C -1.686 0.906 -0.286
C -0.906 0.556 1.029
N 0.860 -0.762 0.181
N -0.261 -0.741 0.935
F 1.859 -2.893 -0.368
Br 3.395 1.390 0.325
H -1.512 2.963 -0.199
H -0.341 2.284 -1.333
H -2.045 2.230 -1.825
H -0.310 -2.692 1.911
H -1.970 -2.028 1.397
H -0.888 -2.652 0.243
H 4.479 -0.346 -1.229
H 2.713 0.035 -1.564
H -1.667 0.019 -0.893
H -2.845 1.125 -0.143
H -0.226 1.293 1.363
H -1.681 0.490 1.714
```

Gap between HOMO and LUMO (spin up / spin down) in eV: 7.94 / 8.51
Net charge: 0
DFT total energy in eV: -82149.888
HOMO level (spin up / spin down) in eV: -8.16 / -8.39
ΔE to the lowest compared entry with this formula, charge and spin in kJ/mol: 415.0

Q: Among the records above, which one has the highest net charge?
A: C6H12Ag3BBr6F4

Q: Which formula does entry 1 have?
A: C6H12